ORCA calculation (the ωB97M-V functional and the def2-TZVPD basis) on a molecular structure, C38H33BF6O2S.

```
81
Properties=species:S:1:pos:R:3:forces:R:3
C -3.223 4.925 -2.769 -0.066 0.659 -0.088
C -2.450 3.689 -2.524 1.342 -1.069 -0.495
C -2.049 2.789 -3.505 -0.427 -0.142 1.344
C -1.344 1.661 -2.987 0.329 0.848 0.357
C -1.105 1.746 -1.624 -0.834 1.678 -1.366
B -0.842 0.427 -0.595 -0.076 0.054 -0.177
C 0.572 1.128 -0.910 0.625 -1.030 0.344
C 1.114 2.226 -0.205 0.279 0.305 0.247
C 2.298 2.821 -0.585 0.278 0.032 -0.362
C 2.692 4.121 0.079 0.130 0.457 0.788
F 2.961 5.131 -0.804 -0.190 -1.030 0.753
F 1.694 4.574 0.909 1.051 -0.217 -0.739
F 3.814 3.973 0.869 -0.908 0.270 -0.764
C 3.125 2.242 -1.565 -0.180 0.460 0.087
C 2.665 1.079 -2.176 0.016 0.069 -0.247
C 3.566 0.353 -3.153 0.295 -0.445 -0.546
F 3.826 -0.936 -2.720 -0.143 1.050 -0.423
F 2.999 0.225 -4.395 0.573 0.115 1.085
F 4.787 0.950 -3.319 -1.197 -0.525 0.119
C 1.408 0.553 -1.900 0.328 -0.042 -0.358
O -1.573 0.539 0.605 -0.476 -0.377 -0.066
C -2.864 -0.060 0.303 -0.050 0.022 -0.138
C -3.412 -0.626 1.617 -0.051 -0.004 -0.058
C -3.827 0.988 -0.232 -0.302 0.110 -0.047
C -2.530 -1.131 -0.842 0.508 0.259 0.298
C -2.144 -2.426 -0.185 0.096 -0.453 0.279
C -3.499 -1.345 -2.009 -0.224 0.088 0.098
O -1.308 -0.630 -1.419 0.204 -0.656 0.398
S -1.755 3.243 -0.996 -0.044 0.058 -0.644
H -3.593 4.926 -3.800 -0.029 -0.071 0.241
H -4.072 5.030 -2.087 0.102 0.037 -0.089
H -2.579 5.812 -2.671 -0.228 -0.151 0.125
H -2.325 2.930 -4.532 -0.104 -0.107 -0.329
H -0.981 0.836 -3.590 -0.114 0.103 0.097
H 0.563 2.658 0.614 -0.188 0.057 0.055
H 4.078 2.682 -1.855 -0.275 -0.066 0.154
H 1.041 -0.312 -2.445 0.118 -0.014 0.052
H -4.396 -1.078 1.453 0.109 0.000 0.016
H -2.753 -1.371 2.080 -0.185 0.232 -0.210
H -3.541 0.196 2.338 0.061 -0.159 -0.255
H -4.821 0.529 -0.283 0.022 0.161 -0.021
H -3.868 1.867 0.436 0.005 -0.412 -0.287
H -3.553 1.308 -1.247 -0.185 -0.023 0.398
H -2.998 -2.988 0.208 0.025 0.032 -0.074
H -1.578 -3.045 -0.886 -0.138 0.016 0.016
H -1.490 -2.172 0.654 -0.306 -0.232 -0.430
H -4.481 -1.733 -1.690 0.302 0.207 0.017
H -3.644 -0.438 -2.619 0.050 -0.295 0.358
H -3.048 -2.107 -2.657 -0.073 0.158 0.103
C 1.050 -1.129 1.347 1.101 -0.653 1.186
C 2.134 -0.235 1.695 0.498 0.032 -0.098
C 3.230 -0.037 0.817 -0.593 0.298 -0.196
C 4.351 0.683 1.177 0.255 0.388 0.138
C 4.465 1.195 2.471 0.082 -0.012 -0.158
C 3.446 0.960 3.392 -0.059 0.192 0.102
C 2.301 0.287 3.009 -0.188 0.195 -0.131
C 0.061 -1.480 2.371 -0.241 -1.459 0.529
C -0.185 -2.901 2.311 -0.702 0.910 0.089
C -1.072 -3.535 3.188 0.471 0.113 -0.654
C -1.513 -2.816 4.305 -0.131 0.059 -0.033
C -1.208 -1.455 4.429 0.069 0.038 0.048
C -0.511 -0.764 3.424 0.091 -0.240 0.075
C 0.548 -3.438 1.161 -0.180 0.697 -0.732
C 1.292 -2.357 0.555 -0.394 -1.077 0.245
C 2.131 -2.689 -0.518 -0.271 -0.204 0.234
C 2.175 -4.016 -0.979 -0.090 -0.155 0.116
C 1.335 -5.008 -0.454 0.110 0.426 -0.262
C 0.483 -4.709 0.613 -0.106 0.397 0.129
H 3.126 -0.354 -0.206 0.164 -0.141 0.125
H 5.131 0.897 0.437 -0.328 -0.204 0.305
H 5.326 1.798 2.765 -0.168 -0.265 -0.141
H 3.542 1.332 4.419 -0.094 -0.176 -0.471
H 1.531 0.150 3.753 0.182 -0.142 -0.054
H -1.418 -4.557 2.947 0.413 0.534 0.558
H -2.107 -3.328 5.075 0.237 0.356 -0.370
H -1.502 -0.919 5.337 -0.096 -0.157 -0.474
H -0.373 0.311 3.483 -0.243 -0.154 0.037
H 2.751 -1.958 -1.006 0.003 -0.064 -0.054
H 2.891 -4.277 -1.767 -0.425 0.165 0.224
H 1.316 -6.000 -0.900 0.107 0.168 0.091
H -0.284 -5.410 0.969 0.674 0.115 -0.019
```
Positions in Å, forces in eV/Å.

Properties
total energy	-71852.5604	eV
orbital gap	0.12762	Ha
highest occupied orbital energy	-6.33	eV
spin multiplicity	1
energy relative to the best compared isomer or geometry (same formula, charge and spin)	1.7318	eV
E_LUMO	-2.85	eV



ORCA calculation (the ωB97M-V functional and the def2-TZVPD basis) on a single C4H11NO2 molecule.

```
18
Properties=species:S:1:pos:R:3:forces:R:3
C -1.439 0.014 0.075 -0.575 0.346 -0.306
O -2.685 0.736 -0.171 1.575 0.705 -0.533
C -0.028 0.612 -0.129 -0.077 0.514 -1.768
C 1.044 -0.438 0.196 -0.219 0.807 1.272
C 1.072 -1.674 -0.634 1.054 -0.579 -0.386
O 0.927 -0.761 1.587 0.394 -0.549 -0.526
N 0.302 1.845 0.580 -0.416 0.274 0.503
H -1.459 -0.751 -0.715 0.095 -0.774 1.088
H -1.585 -0.243 1.129 0.333 -0.822 -0.432
H -2.619 0.983 -1.105 -0.431 0.174 0.224
H 0.173 0.730 -1.226 -0.658 0.327 0.472
H 1.994 0.090 -0.021 -0.185 -0.090 0.406
H 2.039 -2.150 -0.504 0.236 -0.143 0.418
H 1.151 -1.402 -1.688 -0.718 -0.060 -0.181
H 0.360 -2.453 -0.396 -0.572 0.215 -0.186
H 0.495 -0.016 2.009 0.236 0.320 0.172
H 0.741 2.551 0.008 0.204 -0.299 -0.159
H -0.482 2.325 1.005 -0.275 -0.364 -0.078
```
Positions in Å, forces in eV/Å.

Properties
SMILES	C[C@H](O)[C@H](N)CO
total energy	-9910.4734	eV
orbital gap	0.37315	Ha
highest occupied orbital energy	-9.46	eV
spin multiplicity	1
energy relative to the best compared isomer or geometry (same formula, charge and spin)	1.7685	eV
E_LUMO	0.69	eV



ORCA calculation (the ωB97M-V functional and the def2-TZVPD basis) on 2 unconnected molecules or ions with the total composition C6H11BO.

```
19
Properties=species:S:1:pos:R:3:forces:R:3
B 0.014 -1.168 0.199 0.047 1.863 -1.282
C 3.555 0.644 -0.465 -0.451 -0.497 1.691
C -0.811 -0.778 -1.288 1.250 -1.302 0.180
C -0.832 -0.292 1.232 0.925 -0.621 1.277
C -2.215 -0.188 -0.897 1.239 -1.722 1.480
C -2.230 -0.079 0.699 -2.537 0.430 -0.548
C 3.384 1.733 0.288 1.120 -1.241 1.689
O 3.553 -0.433 -0.881 0.062 0.444 -0.766
H -0.183 -0.075 -1.924 -0.556 -0.649 0.945
H -0.920 -1.691 -1.970 0.126 1.094 0.903
H -0.857 -0.526 2.322 0.145 -0.241 -0.711
H -0.157 0.615 1.259 -0.648 -0.299 -0.474
H -2.412 0.740 -1.424 -0.352 -0.087 0.076
H -2.921 -1.012 -1.071 -0.226 0.814 -0.685
H -3.005 -0.871 1.106 1.808 1.237 -0.654
H -2.745 0.887 0.980 0.872 -0.793 -0.050
H 1.228 -1.591 0.404 -2.079 0.293 -0.446
H 3.612 1.497 1.401 -0.841 0.057 -1.897
H 3.942 2.587 0.028 0.095 1.222 -0.727
```
Positions in Å, forces in eV/Å.

Properties
SMILES	B1CCCC1.C=C=O
total energy	-9121.0823	eV
orbital gap	0.36792	Ha
highest occupied orbital energy	-9.52	eV
spin multiplicity	1
energy relative to the best compared isomer or geometry (same formula, charge and spin)	3.6080	eV
E_LUMO	0.49	eV



ORCA calculation (the ωB97M-V functional and the def2-TZVPD basis) on a single C7H9N molecule.

```
17
Properties=species:S:1:pos:R:3:forces:R:3
C -1.615 0.540 0.313 0.426 3.505 0.147
C -0.375 1.405 -0.202 0.838 -0.211 -2.430
C 0.980 1.245 -0.025 -2.409 4.099 0.971
C 1.663 0.102 0.599 -0.348 1.225 -1.308
C 0.907 -1.175 0.385 -1.821 2.222 -2.822
C -0.522 -1.665 -0.012 0.418 -0.764 -2.067
C -1.674 -0.990 -0.076 2.853 3.367 2.152
H -1.752 1.093 1.396 0.258 -2.515 -1.906
H -2.371 1.173 -0.211 -0.237 -1.303 0.179
H -0.510 2.195 -1.162 -0.442 -1.811 3.120
H 1.383 2.299 -0.298 0.720 -2.411 0.202
H 2.512 0.309 1.325 -1.280 -0.849 -0.897
H 1.223 -0.046 -1.293 2.500 -3.054 1.106
H 1.356 -1.771 1.019 1.956 -3.993 2.753
H -0.524 -2.653 -0.645 0.323 1.549 1.815
H -2.594 -1.299 -0.448 -1.231 -0.960 -0.615
N 1.911 -0.761 -0.663 -2.524 1.903 -0.399
```
Positions in Å, forces in eV/Å.

Properties
SMILES	C1=C[C@@H]2N[C@@H]2C=CC1
total energy	-8888.8393	eV
orbital gap	0.35207	Ha
highest occupied orbital energy	-8.64	eV
spin multiplicity	1
energy relative to the best compared isomer or geometry (same formula, charge and spin)	6.3171	eV
E_LUMO	0.94	eV



ORCA calculation (the ωB97M-V functional and the def2-TZVPD basis) on a single C22H25N3O5S molecule.

```
56
Properties=species:S:1:pos:R:3:forces:R:3
C 3.090 3.639 -0.263 -0.341 -0.035 0.278
C 1.873 4.053 0.558 0.208 0.253 -0.313
O 1.564 3.136 1.590 0.004 -0.231 0.192
C 0.835 2.023 1.319 -0.176 -0.175 0.066
C 0.485 1.248 2.427 0.163 0.175 -0.134
C -0.307 0.130 2.293 -0.110 -0.151 -0.149
C -0.763 -0.264 1.035 0.447 0.660 -0.181
C -0.365 0.469 -0.074 0.138 -0.022 0.200
C 0.412 1.608 0.062 0.115 0.285 0.077
H 0.684 2.149 -0.830 0.075 0.075 -0.076
H -0.641 0.142 -1.062 0.088 0.048 -0.120
N -1.657 -1.343 0.905 -0.837 -0.180 -0.734
S -2.576 -1.480 -0.481 -0.523 0.536 0.423
O -1.762 -1.762 -1.636 0.021 0.256 -0.041
O -3.617 -2.415 -0.183 -0.064 -0.150 0.138
C -3.278 0.131 -0.595 -0.134 -0.158 0.439
C -4.009 0.711 0.411 0.335 -0.451 -0.357
O -4.419 1.912 0.002 -0.072 -0.652 0.945
N -3.980 2.137 -1.263 0.376 0.303 -1.333
C -3.298 1.092 -1.646 -0.132 -0.064 0.475
C -2.666 0.983 -2.982 0.012 0.159 -0.164
H -1.820 1.665 -3.044 0.091 -0.005 -0.044
H -3.379 1.266 -3.752 -0.002 -0.014 -0.075
H -2.322 -0.035 -3.144 0.011 0.058 -0.110
C -4.354 0.217 1.760 -0.096 0.222 0.016
H -3.527 0.404 2.445 0.053 0.015 0.057
H -4.528 -0.856 1.711 -0.054 -0.008 0.055
H -5.238 0.731 2.127 -0.051 -0.025 0.054
C -1.441 -2.564 1.651 0.061 -0.399 0.221
H -2.217 -3.263 1.332 0.114 -0.078 0.221
H -1.547 -2.394 2.726 0.049 -0.034 -0.154
C -0.055 -3.163 1.380 -0.373 0.116 -0.023
O 0.645 -3.593 2.274 0.120 -0.066 0.367
N 0.285 -3.164 0.081 0.041 -0.110 -0.375
H -0.333 -2.753 -0.609 0.088 -0.014 0.101
C 1.621 -3.505 -0.365 0.065 -0.052 0.118
C 2.398 -2.260 -0.708 0.037 -0.079 -0.086
C 2.682 -1.335 0.290 0.056 -0.005 -0.010
C 3.389 -0.183 -0.003 0.007 -0.025 0.079
C 3.819 0.054 -1.298 0.063 0.063 -0.099
C 3.526 -0.855 -2.300 0.062 0.115 -0.095
C 2.814 -2.005 -2.006 -0.031 -0.084 0.098
H 2.590 -2.715 -2.790 -0.034 -0.092 -0.080
H 3.856 -0.669 -3.312 0.031 0.015 -0.081
H 4.391 0.942 -1.528 0.033 0.076 -0.015
H 3.610 0.524 0.783 0.023 0.087 0.083
H 2.353 -1.527 1.300 -0.056 -0.025 0.153
H 2.100 -4.035 0.464 -0.066 -0.012 -0.197
H 1.551 -4.169 -1.231 0.072 0.018 0.093
H -0.569 -0.439 3.169 -0.045 -0.071 0.140
H 0.838 1.557 3.398 0.026 0.037 0.127
H 2.084 4.989 1.082 -0.102 -0.101 -0.123
H 1.000 4.208 -0.089 0.033 0.006 0.107
H 3.946 3.501 0.394 0.107 -0.007 0.037
H 3.323 4.416 -0.986 0.043 0.069 -0.103
H 2.906 2.707 -0.790 0.029 -0.072 -0.088
```
Positions in Å, forces in eV/Å.

Properties
SMILES	CCOc1ccc(N(CC(=O)NCc2ccccc2)S(=O)(=O)c2c(C)noc2C)cc1
total energy	-48761.7067	eV
orbital gap	0.32871	Ha
highest occupied orbital energy	-8.36	eV
spin multiplicity	1
energy relative to the best compared isomer or geometry (same formula, charge and spin)	3.9230	eV
E_LUMO	0.58	eV